No. 1
Molecular formula: C20H25Cl36IN2O4P
Method: DFT, ωB97M-V with the def2-TZVPD basis set

Geometry as XYZ:
```
89
C20H25Cl36IN2O4P, DFT ωB97M-V with the def2-TZVPD basis set
O -0.45 -2.35 1.01
C 0.09 -2.20 -0.31
C -0.35 -0.85 -0.93
O 0.78 0.04 -1.01
C 0.47 1.32 -0.54
O 0.65 1.28 0.89
C 0.61 2.59 1.42
C 0.89 2.43 2.93
N -0.03 2.79 3.79
N -0.02 2.72 5.11
C 1.11 2.20 5.51
C 2.23 1.78 4.76
C 2.15 1.90 3.35
P 3.53 1.42 2.20
O 4.89 1.50 3.18
I 3.28 -0.91 1.54
H -0.12 -3.18 1.38
H 1.19 -2.27 -0.23
H -0.28 -3.06 -0.91
H -1.18 -0.47 -0.32
H -0.74 -1.09 -1.94
H 1.19 2.02 -1.01
H -0.59 1.58 -0.73
H -0.37 3.07 1.28
H 1.37 3.26 0.97
H -0.90 3.20 3.40
H 1.18 2.08 6.59
H 3.12 1.39 5.28
H 5.23 0.60 3.31
C 0.25 -1.25 7.72
Cl 0.57 -0.69 9.36
Cl 0.55 0.06 6.55
Cl 1.22 -2.66 7.34
H -0.80 -1.53 7.66
C 1.59 0.13 -4.53
Cl 1.61 -1.58 -4.96
Cl 3.16 0.87 -4.86
Cl 0.30 0.98 -5.39
H 1.40 0.21 -3.46
C -4.13 4.62 2.44
Cl -4.24 6.13 1.54
Cl -2.46 3.99 2.38
Cl -4.65 4.83 4.10
H -4.78 3.89 1.97
C -2.16 2.78 -7.75
Cl -3.36 2.93 -9.03
Cl -1.20 4.25 -7.62
Cl -2.94 2.40 -6.21
H -1.49 1.96 -8.00
C 2.73 -5.08 2.95
Cl 1.20 -4.53 3.63
Cl 2.69 -4.98 1.18
Cl 4.08 -4.15 3.59
H 2.87 -6.12 3.22
C -5.46 6.73 -10.08
Cl -6.84 6.89 -8.99
Cl -4.17 5.79 -9.32
Cl -5.95 5.97 -11.60
H -5.08 7.72 -10.30
C -6.73 1.20 -7.30
Cl -6.32 1.11 -5.58
Cl -6.36 2.81 -7.93
Cl -5.87 -0.05 -8.21
H -7.80 1.03 -7.41
C 2.93 -8.80 5.17
Cl 2.89 -10.55 4.95
Cl 4.52 -8.15 4.75
Cl 1.66 -8.02 4.21
H 2.74 -8.59 6.22
C 0.52 6.53 4.83
Cl -0.99 7.02 5.61
Cl 0.40 6.74 3.08
Cl 1.88 7.45 5.47
H 0.68 5.48 5.04
C -4.45 -0.07 -2.34
Cl -2.99 0.61 -1.61
Cl -5.71 1.17 -2.49
Cl -4.07 -0.78 -3.91
H -4.82 -0.85 -1.69
C 1.05 -5.21 -4.22
Cl 0.38 -6.83 -4.08
Cl 0.73 -4.27 -2.75
Cl 2.79 -5.28 -4.54
H 0.57 -4.71 -5.05
C 7.69 -6.54 3.25
Cl 8.28 -6.58 4.92
Cl 7.28 -4.89 2.77
Cl 8.89 -7.23 2.15
H 6.79 -7.14 3.19
```

The value obtained for the frontier orbital gap is 7.0 eV. Its HOMO energy is -11.648 eV. The net charge is +1. The calculation puts the total energy at -18393.13799 a.u. The multiplicity is 1.

Here are the Löwdin charges for atoms 1 to 4, given in e:
1 O -0.10
2 C -0.26
3 C -0.21
4 O -0.13

No. 2
Molecular formula: C37H39BrCl3F4N4O6PS4Sn
Method: DFT, ωB97M-V with the def2-TZVPD basis set

Geometry as XYZ:
```
100
C37H39BrCl3F4N4O6PS4Sn, DFT ωB97M-V with the def2-TZVPD basis set
Sn 1.83 -1.09 -1.01
C 0.78 2.60 -2.66
C 0.32 1.32 -3.23
N 0.59 0.11 -2.77
C -0.06 -0.78 -3.58
C -0.75 -0.09 -4.55
N -0.49 1.23 -4.29
C -1.65 -0.43 -5.68
O -1.85 -1.70 -5.92
O -2.17 0.47 -6.30
C 0.05 -2.25 -3.35
O -0.55 -3.01 -4.12
O 0.73 -2.63 -2.35
H 1.74 2.47 -2.16
H 0.05 2.95 -1.92
H 0.86 3.36 -3.44
H -0.88 1.97 -4.86
H -1.35 -2.30 -5.27
F -0.72 -7.99 2.40
C -0.75 -6.76 1.90
C -1.95 -6.09 1.73
F -3.10 -6.69 2.05
C -1.96 -4.79 1.22
F -3.14 -4.17 1.09
C -0.79 -4.13 0.86
P -0.78 -2.44 0.13
C -2.06 -2.58 -1.15
C -2.36 -3.77 -1.82
C -3.21 -3.74 -2.91
C -3.75 -2.54 -3.35
C -3.43 -1.36 -2.71
C -2.57 -1.38 -1.62
C -1.55 -1.54 1.53
C -0.64 -1.02 2.45
C -1.08 -0.33 3.56
C -2.44 -0.11 3.74
C -3.35 -0.59 2.80
C -2.91 -1.31 1.70
C 0.41 -4.82 1.04
Br 2.06 -4.03 0.60
C 0.43 -6.11 1.56
F 1.60 -6.73 1.74
H -1.93 -4.71 -1.50
H -3.43 -4.66 -3.43
H -4.40 -2.53 -4.22
H -3.83 -0.42 -3.06
H -2.27 -0.45 -1.13
H 0.42 -1.15 2.29
H -0.37 0.05 4.28
H -2.79 0.43 4.60
H -4.40 -0.41 2.94
H -3.62 -1.69 0.98
C 6.17 1.88 0.65
C 5.08 2.58 -0.16
S 3.49 1.68 -0.29
C 2.36 2.54 0.85
C 2.72 2.39 2.31
S 2.68 0.63 2.82
C 4.18 0.55 3.86
C 5.48 0.50 3.09
S 6.08 2.12 2.46
H 7.13 2.30 0.36
H 6.18 0.81 0.45
H 5.42 2.62 -1.20
H 4.88 3.58 0.20
H 1.39 2.07 0.65
H 2.31 3.59 0.56
H 2.01 2.93 2.94
H 3.73 2.75 2.50
H 4.05 -0.37 4.43
H 4.15 1.41 4.54
H 5.40 -0.18 2.23
H 6.27 0.13 3.75
C -0.63 4.57 1.08
N -2.04 4.29 1.21
C -2.64 4.96 2.35
C -2.54 3.13 0.71
S -1.52 1.95 0.11
N -3.88 2.96 0.69
C -4.43 1.69 0.27
C -4.79 4.08 0.49
H -0.48 5.64 1.16
H -0.29 4.22 0.11
H -0.05 4.06 1.85
H -1.95 4.93 3.19
H -3.56 4.46 2.65
H -2.86 6.00 2.11
H -3.86 0.88 0.70
H -4.40 1.59 -0.82
H -5.46 1.63 0.60
H -4.23 5.00 0.36
H -5.47 4.19 1.34
H -5.37 3.90 -0.41
Cl 4.45 -1.75 0.52
C 5.44 -2.05 -0.90
Cl 5.25 -3.75 -1.35
Cl 7.11 -1.68 -0.49
C 4.96 -1.19 -2.17
O 5.83 -0.75 -2.87
O 3.71 -1.13 -2.30
```

The value obtained for the frontier orbital gap is 8.4 eV. The energy relative to the best compared isomer or geometry (same formula, charge and spin) comes out at 0.000 eV. Its HOMO energy is -8.405 eV. The net charge is 0. The calculation puts the total energy at -8606.36795 a.u. The multiplicity is 1.

Here are the Löwdin charges for atoms 1 to 4, given in e:
1 Sn 1.19
2 C 0.00
3 C -0.34
4 N 0.07

No. 3
Molecular formula: C8H10
Method: DFT, ωB97M-V with the def2-TZVPD basis set

Geometry as XYZ:
```
18
C8H10, DFT ωB97M-V with the def2-TZVPD basis set
C -1.17 1.42 -2.20
C -0.95 0.01 -1.93
C 0.84 0.38 1.46
C -0.33 -0.07 0.66
C 0.01 -0.41 -0.84
C -0.25 -1.44 0.13
C 2.04 -0.20 1.53
C 1.18 -0.40 2.75
H -1.89 0.80 -1.47
H -1.20 1.70 -3.26
H -0.68 2.18 -1.61
H -1.21 -0.79 -2.61
H -1.32 0.32 0.92
H 0.74 -1.39 2.85
H 1.01 -0.29 -1.25
H -1.12 -2.08 0.02
H 3.01 0.11 1.19
H 1.28 0.16 3.67
```

The value obtained for the frontier orbital gap is 4.9 eV. The energy relative to the best compared isomer or geometry (same formula, charge and spin) comes out at 11.969 eV. Its HOMO energy is -5.939 eV. The net charge is 0. The calculation puts the total energy at -310.39582 a.u. The multiplicity is 1.

Here are the natural (NBO) charges for atoms 1 to 4, given in e:
1 C -0.51
2 C -0.13
3 C -0.02
4 C -0.25

No. 4
Molecular formula: C12H9KN4O2
Method: DFT, ωB97M-V with the def2-TZVPD basis set

Geometry as XYZ:
```
28
C12H9KN4O2, DFT ωB97M-V with the def2-TZVPD basis set
K 1.18 -1.99 -0.19
O -0.71 -3.34 -0.16
N -1.88 -2.85 -0.17
N -1.88 -1.56 -0.18
O -0.79 -0.81 -0.17
C -3.18 -0.90 -0.18
C -3.17 0.48 -0.18
C -4.39 1.15 -0.18
C -5.58 0.45 -0.17
C -5.56 -0.94 -0.17
C -4.36 -1.63 -0.17
H -2.22 1.00 -0.18
H -4.39 2.24 -0.18
H -6.53 0.98 -0.17
H -6.48 -1.50 -0.17
H -4.35 -2.71 -0.17
N 5.78 2.58 -2.64
C 5.34 2.04 -1.73
C 4.80 1.35 -0.57
C 5.23 1.66 0.71
C 4.66 0.98 1.77
C 3.70 0.02 1.50
N 3.28 -0.29 0.27
C 3.82 0.38 -0.75
H 5.99 2.42 0.87
H 4.96 1.18 2.79
H 3.24 -0.51 2.33
H 3.49 0.14 -1.75
```

The value obtained for the frontier orbital gap is 6.7 eV. Its HOMO energy is -7.322 eV. The net charge is 0. The calculation puts the total energy at -1432.02682 a.u. The multiplicity is 1.

Here are the natural (NBO) charges for atoms 1 to 4, given in e:
1 K 0.96
2 O -0.64
3 N 0.14
4 N 0.12

No. 5
Molecular formula: C21H31N6O10
Method: DFT, ωB97M-V with the def2-TZVPD basis set

Geometry as XYZ:
```
68
C21H31N6O10, DFT ωB97M-V with the def2-TZVPD basis set
N 1.04 0.78 -1.56
O 0.04 0.84 -2.30
O 1.11 1.70 -0.63
O 2.12 0.30 -1.91
C -2.75 -2.63 0.05
C -1.58 -1.74 0.12
C -0.93 -1.41 1.36
C -1.34 -2.13 2.59
C -2.79 -2.85 2.62
C -3.34 -3.19 1.19
N -0.48 -2.08 3.87
O 0.38 -1.16 3.88
O -0.78 -2.76 4.89
H -3.23 -3.15 -0.87
H -1.20 -1.41 -0.84
H 0.13 -0.59 1.36
H -3.15 -3.21 3.53
H -4.47 -3.73 1.24
C -0.03 -1.81 -4.46
C -1.33 -1.17 -5.10
C -1.98 -2.00 -6.17
C -1.60 -3.51 -6.21
C -0.10 -3.89 -5.86
C 0.62 -2.94 -4.95
N -2.28 -4.50 -7.21
O -2.03 -5.78 -7.12
O -3.33 -4.04 -7.72
H 0.46 -1.20 -3.71
H -1.74 -0.25 -4.70
H -2.99 -1.80 -6.82
H 0.38 -4.86 -6.15
H 1.48 -3.30 -4.56
C 1.08 4.50 3.86
O 1.94 5.05 3.13
N 1.06 3.21 3.92
C 0.13 2.51 4.75
C 1.71 2.39 2.93
H 0.45 5.10 4.48
H 0.55 2.04 5.65
H -0.62 1.81 4.07
H -0.49 3.06 5.00
H 1.61 1.37 3.09
H 2.79 2.53 2.95
H 1.49 2.75 1.89
C -4.14 3.33 0.03
O -4.64 4.15 0.83
N -2.77 3.08 0.03
C -2.32 1.92 -0.73
C -1.84 3.79 0.96
H -4.78 2.97 -0.71
H -2.03 2.38 -1.63
H -3.11 1.08 -0.88
H -1.52 1.22 -0.27
H -0.86 3.43 0.94
H -2.10 3.79 2.10
H -1.64 4.78 0.54
C 4.42 1.07 0.54
O 5.35 2.07 0.49
N 4.66 -0.17 1.12
C 3.60 -1.07 1.15
C 5.81 -0.43 1.88
H 3.51 1.15 0.12
H 3.55 -1.84 0.45
H 2.56 -0.59 1.24
H 3.70 -1.44 2.17
H 6.30 0.39 2.41
H 6.64 -0.69 1.13
H 5.60 -1.18 2.50
```

The value obtained for the frontier orbital gap is 6.5 eV. The energy relative to the best compared isomer or geometry (same formula, charge and spin) comes out at 3.705 eV. Its HOMO energy is -6.047 eV. The net charge is -1. The calculation puts the total energy at -1899.04711 a.u. The multiplicity is 1.

Here are the natural (NBO) charges for atoms 1 to 4, given in e:
1 N 0.68
2 O -0.55
3 O -0.60
4 O -0.50

No. 6
Molecular formula: C5H12
Method: DFT, ωB97M-V with the def2-TZVPD basis set

Geometry as XYZ:
```
17
C5H12, DFT ωB97M-V with the def2-TZVPD basis set
C -1.72 0.68 -2.55
C -1.34 1.88 -2.07
H -1.89 0.33 -3.57
H -2.46 0.25 -1.85
H -1.17 2.73 -2.74
H -1.04 1.95 -1.03
C 1.51 0.16 0.52
C 1.32 -1.13 1.33
C -0.13 -1.27 1.91
H 2.51 0.11 0.11
H 1.41 1.01 1.20
H 0.73 0.23 -0.21
H 2.12 -1.21 2.07
H 1.42 -2.04 0.69
H -0.44 -0.21 1.98
H -0.75 -1.87 1.27
H -0.10 -1.59 2.95
```

The value obtained for the frontier orbital gap is 10.8 eV. The energy relative to the best compared isomer or geometry (same formula, charge and spin) comes out at 2.424 eV. As for the structure (SMILES): C=C.CCC. Its HOMO energy is -9.588 eV. The net charge is 0. The calculation puts the total energy at -197.62007 a.u. The multiplicity is 1.

Here are the natural (NBO) charges for atoms 1 to 4, given in e:
1 C -0.42
2 C -0.36
3 H 0.20
4 H 0.20

No. 7
Molecular formula: C9H13IN
Method: DFT, ωB97M-V with the def2-TZVPD basis set

Geometry as XYZ:
```
24
C9H13IN, DFT ωB97M-V with the def2-TZVPD basis set
C 0.61 -0.69 3.12
C -0.50 -0.16 2.62
C 1.83 -1.05 2.34
C -0.78 0.13 1.25
C 1.95 -0.90 1.00
C -1.72 0.94 -1.16
C -0.32 -1.03 -2.00
C 0.66 1.36 -1.65
C -0.37 0.25 -1.18
N -0.05 -0.11 0.25
I 3.40 -1.10 -0.44
H 0.65 -1.08 4.14
H -1.35 0.01 3.28
H 2.74 -1.18 2.99
H -1.79 0.38 1.05
H -1.58 1.83 -0.47
H -2.21 1.26 -2.02
H -2.49 0.28 -0.75
H -1.05 -1.80 -1.72
H -0.47 -0.69 -3.05
H 0.57 -1.55 -2.08
H 0.44 2.20 -0.96
H 1.62 1.00 -1.86
H 0.21 1.71 -2.68
```

The value obtained for the frontier orbital gap is 7.8 eV. The energy relative to the best compared isomer or geometry (same formula, charge and spin) comes out at 3.262 eV. Its HOMO energy is -13.358 eV. The net charge is +1. The calculation puts the total energy at -702.77701 a.u. The multiplicity is 1.

Here are the natural (NBO) charges for atoms 1 to 4, given in e:
1 C -0.11
2 C -0.24
3 C -0.38
4 C 0.12

No. 8
Molecular formula: C3H4ClN2O4
Method: DFT, ωB97M-V with the def2-TZVPD basis set

Geometry as XYZ:
```
14
C3H4ClN2O4, DFT ωB97M-V with the def2-TZVPD basis set
C 0.29 -0.32 0.09
C 3.72 0.25 -0.01
C -1.12 0.18 0.07
N 2.56 -0.27 0.16
N 4.77 -0.84 0.16
O 4.35 -1.98 0.21
O 0.47 -1.56 0.14
O 5.90 -0.50 0.23
O 1.35 0.46 0.04
Cl 4.42 1.74 -0.49
H -1.64 0.14 -0.91
H -1.31 1.16 0.46
H -1.70 -0.36 0.72
H 1.40 -2.06 -0.17
```

The value obtained for the frontier orbital gap is 9.6 eV. The energy relative to the best compared isomer or geometry (same formula, charge and spin) comes out at 0.915 eV. Its HOMO energy is -15.291 eV. The net charge is +1. The calculation puts the total energy at -986.88765 a.u. The multiplicity is 1.

Here are the natural (NBO) charges for atoms 1 to 4, given in e:
1 C 0.91
2 C 0.29
3 C -0.74
4 N -0.19

No. 9
Molecular formula: C45H57BeBrGeN3OSSi
Method: DFT, ωB97M-V with the def2-TZVPD basis set

Geometry as XYZ:
```
111
C45H57BeBrGeN3OSSi, DFT ωB97M-V with the def2-TZVPD basis set
Be 1.30 1.91 -0.49
C -1.76 -3.14 2.61
C -2.30 -3.28 1.18
C -1.10 -3.66 0.31
C -3.31 -4.44 1.16
Si -3.11 -1.63 0.62
Br -1.41 -0.25 0.19
C -4.13 -0.76 2.00
C -4.94 0.41 1.43
C -3.23 -0.15 3.09
C -5.11 -1.73 2.68
C -4.08 -1.79 -1.04
C -4.25 -0.43 -1.75
C -5.47 -2.42 -0.84
C -3.29 -2.67 -2.02
H -1.22 -4.06 2.87
H -2.55 -3.01 3.35
H -1.06 -2.31 2.70
H -0.65 -4.57 0.72
H -0.33 -2.89 0.31
H -1.37 -3.87 -0.73
H -2.82 -5.34 1.54
H -3.65 -4.67 0.15
H -4.18 -4.26 1.78
H -4.30 1.12 0.90
H -5.42 0.94 2.25
H -5.73 0.08 0.75
H -2.54 0.59 2.68
H -2.64 -0.89 3.62
H -3.87 0.35 3.82
H -5.79 -2.21 1.97
H -5.73 -1.18 3.40
H -4.60 -2.52 3.23
H -4.89 0.25 -1.21
H -4.72 -0.61 -2.73
H -3.30 0.06 -1.93
H -6.12 -1.79 -0.24
H -5.42 -3.40 -0.37
H -5.95 -2.54 -1.82
H -2.27 -2.30 -2.16
H -3.78 -2.65 -3.00
H -3.23 -3.71 -1.70
C 1.09 2.18 1.13
Ge 2.64 1.55 1.96
C 3.03 -0.40 1.81
C 4.06 -1.02 1.12
C 4.16 -2.41 1.03
C 3.21 -3.21 1.65
C 2.17 -2.61 2.35
C 2.08 -1.23 2.42
C 2.72 1.81 3.94
C 1.59 2.28 4.61
C 1.60 2.48 5.98
C 2.75 2.21 6.71
C 3.88 1.74 6.06
C 3.86 1.54 4.69
C 4.14 2.72 1.31
C 3.90 4.09 1.48
C 4.71 5.06 0.92
C 5.81 4.69 0.15
C 6.08 3.34 -0.03
C 5.25 2.38 0.54
H 4.82 -0.43 0.62
H 4.97 -2.86 0.48
H 3.28 -4.29 1.58
H 1.42 -3.23 2.83
H 1.26 -0.78 2.97
H 0.71 2.51 4.02
H 0.72 2.85 6.49
H 2.76 2.37 7.79
H 4.78 1.52 6.63
H 4.75 1.16 4.19
H 3.04 4.40 2.06
H 4.49 6.11 1.07
H 6.45 5.44 -0.29
H 6.94 3.03 -0.62
H 5.50 1.34 0.37
C -0.49 -1.99 -4.46
N 0.61 -1.01 -4.43
N 0.34 -0.04 -3.42
C 1.37 -0.08 -2.45
O 1.40 0.72 -1.45
C 2.27 -1.05 -2.84
C 1.86 -1.62 -4.03
C 2.49 -2.61 -4.93
C -0.55 0.98 -3.71
C -1.02 1.16 -5.02
C -1.94 2.15 -5.30
C -2.43 2.98 -4.31
C -1.96 2.81 -3.01
C -1.04 1.82 -2.71
H -1.44 -1.47 -4.58
H -0.52 -2.59 -3.54
H -0.34 -2.64 -5.32
H 3.17 -1.28 -2.28
H 3.51 -2.79 -4.61
H 2.52 -2.25 -5.96
H 1.98 -3.58 -4.94
H -0.62 0.54 -5.81
H -2.28 2.27 -6.32
H -3.17 3.74 -4.53
H -2.32 3.44 -2.21
H -0.73 1.69 -1.68
S 2.35 5.80 -1.75
C 3.17 4.60 -2.66
C 2.69 3.37 -2.34
N 1.69 3.39 -1.39
C 1.43 4.60 -0.99
H 3.94 4.85 -3.36
H 3.01 2.43 -2.75
H 0.71 4.80 -0.21
```

The value obtained for the frontier orbital gap (alpha / beta) is 5.5 / 4.3 eV. Its HOMO energy (alpha / beta) is -3.297 / -2.070 eV. The net charge is -1. The calculation puts the total energy at -7341.81922 a.u. The multiplicity is 1.

Here are the Löwdin charges for atoms 1 to 4, given in e:
1 Be -0.08
2 C -0.11
3 C -0.62
4 C -0.11